This record from the Open Molecules 2025 dataset describes a cluster of 10 separate species, C37H77O27PS4 in total in a non-equilibrium geometry. The level of theory is ωB97M-V with the def2-TZVPD basis set.

## Properties
E_LUMO: 0.476 eV
orbital gap: 10.36 eV
DFT total energy: -147522.0654 eV

Geometry as XYZ:
```
146
Properties=species:S:1:pos:R:3:forces:R:3
H 2.816 8.955 -2.556 0.3 0.0 0.3
H -2.707 -0.188 -1.088 0.0 0.1 -0.2
H 6.402 13.359 -3.061 0.0 -0.6 0.1
H 3.738 5.769 2.578 -0.6 -0.5 0.7
H 8.881 -1.886 -8.011 -0.2 0.1 0.1
O -5.826 -0.355 -10.396 0.7 0.4 -0.2
H -4.095 5.215 4.694 -0.3 -0.1 -0.5
C -5.108 3.327 4.753 -1.2 -0.3 -1.0
H 8.441 -4.261 -6.207 0.1 0.5 0.7
O 6.170 -5.675 5.094 -3.4 -0.2 1.2
H 7.814 -6.823 6.083 0.3 0.0 -0.3
C -3.986 4.256 5.199 -0.2 1.2 1.2
H 4.549 8.674 -3.061 -0.1 -0.1 0.1
C 8.771 -1.097 -5.987 -0.4 0.6 1.7
O 0.510 0.559 -2.353 -0.3 -0.5 0.2
H -5.613 6.037 6.315 -1.5 -0.1 -0.5
H -2.137 4.495 -10.106 0.4 -0.4 -0.2
H 6.859 6.816 7.489 -0.2 0.2 0.2
C -1.067 -2.045 0.108 -0.5 0.3 -0.3
H 2.567 -2.840 7.822 -0.2 -0.1 -0.1
H 5.142 14.450 -2.847 -0.7 0.1 -0.6
C 5.943 7.270 7.111 -0.3 0.0 -1.3
O 6.969 -3.093 -4.223 -0.6 1.1 -2.0
H 3.177 8.761 -4.225 0.3 -0.2 -0.2
H 2.986 -1.409 6.883 -0.3 0.0 0.0
H 4.719 4.209 2.707 -0.7 -0.1 0.6
H -4.112 -3.614 -12.836 0.1 1.0 -0.1
C -1.541 6.981 -10.558 -2.9 -0.1 -0.8
H 9.055 -1.455 -4.998 0.2 -0.3 0.2
C -1.044 9.263 -11.387 -0.7 -1.7 0.4
C -1.665 -2.077 -1.284 -1.3 -0.1 -0.7
C 7.268 -0.826 -5.885 0.3 -1.6 -0.6
H 5.033 -7.600 5.338 -0.4 1.0 -0.5
H 2.706 -2.940 6.064 0.5 -0.1 0.0
C 3.595 9.147 -3.295 0.1 -1.6 -0.2
O 4.727 5.435 4.422 -1.1 -1.5 -0.9
H 6.137 8.228 6.627 0.3 -0.2 -0.3
O 5.303 -3.822 6.687 -0.6 -1.9 -1.3
O -2.269 6.642 -11.489 1.9 0.4 0.9
H 7.335 -3.365 5.387 0.4 -0.6 0.0
C -4.194 -3.292 -11.798 -2.0 -0.4 1.2
C -3.306 -8.788 4.763 1.7 1.8 -0.1
C -10.813 -4.529 3.175 -0.3 0.3 0.3
O 6.041 10.892 -3.200 -4.1 0.6 -0.8
C -1.293 4.793 -9.483 -1.3 1.2 0.1
O -7.000 2.574 6.699 0.5 1.5 -1.6
O 4.502 12.600 -3.537 -0.5 -1.8 -0.2
C 5.774 -6.940 5.789 2.5 -0.7 -0.8
C -11.612 -6.372 1.625 1.8 0.4 -0.9
H -6.824 -7.305 7.231 0.1 0.1 -1.2
H 6.807 -1.505 3.143 0.2 0.3 0.1
H -0.311 9.029 -12.159 -0.1 -0.5 0.1
H -7.170 0.147 -8.840 0.1 -0.6 -0.3
C -5.723 5.046 6.756 1.8 -1.3 0.4
O 3.624 -4.827 4.876 1.3 -0.2 0.4
H 5.814 13.991 -4.503 -0.9 0.1 -0.2
S 6.676 -2.642 -5.605 -0.3 -0.6 0.6
H -10.211 -5.709 0.100 -0.1 0.2 -0.1
H -6.044 1.389 -8.876 0.8 0.3 -1.8
H -11.319 -3.598 2.922 -0.1 -0.1 -0.1
H 5.233 -1.848 6.863 -0.5 0.5 -0.8
C 8.020 -3.352 -6.635 -0.5 0.0 -1.3
O 5.730 -3.494 4.178 -1.6 -1.5 -0.1
O -8.224 -5.138 2.752 0.5 0.2 0.0
H 5.383 5.731 2.469 0.5 0.2 0.4
H 7.371 -8.468 6.138 -0.6 -0.2 0.3
H -9.529 -6.942 1.038 0.3 0.2 0.8
H 6.942 -0.607 -6.902 -0.6 0.3 0.2
H 9.992 -2.551 -6.826 0.1 -0.1 -0.3
H 9.422 -0.230 -6.097 -0.4 0.2 -0.6
C 5.463 13.660 -3.526 1.6 -0.8 1.0
C -6.321 -8.263 7.365 -0.1 0.6 0.3
H -2.638 -2.563 -1.221 0.0 -0.3 -0.4
C 5.564 6.314 4.935 1.0 1.9 -3.2
H -1.841 -1.671 0.779 0.2 0.5 0.2
C -4.957 -1.445 -10.442 0.0 -0.1 3.5
C 7.286 -1.783 4.082 0.0 0.0 0.6
C 4.602 -2.657 7.231 2.0 0.1 -1.1
O -4.464 -1.917 -9.423 -0.4 0.6 -1.3
H -1.495 4.463 -8.464 0.1 0.2 0.0
H -2.058 -0.394 -2.768 -0.4 -0.5 0.0
H -11.194 -6.600 3.627 0.2 0.2 0.3
P 5.039 -4.555 5.197 0.2 2.9 0.3
H 4.923 -2.558 8.268 -0.7 -0.9 0.4
H -6.239 5.061 7.716 0.4 0.1 0.1
C -6.120 0.321 -9.079 0.1 -1.9 0.5
H -2.911 4.092 5.112 -0.3 -1.2 -0.6
H -1.034 -2.595 -2.005 0.0 0.0 0.0
H -2.054 9.261 -11.796 0.2 0.4 -0.2
C 4.859 11.258 -3.397 2.7 0.1 0.9
H -10.479 -4.460 4.210 0.4 0.2 -0.2
C -1.926 -0.622 -1.711 0.8 0.3 -0.5
H -7.133 -8.948 7.610 0.5 -0.6 -0.4
O -6.562 -10.063 4.996 1.0 1.3 0.1
H -0.828 -3.022 0.527 0.4 0.0 -0.4
H -5.492 -0.122 -8.306 -0.1 -0.4 -0.2
O -7.619 4.452 5.108 -1.8 -0.1 -1.6
H -3.837 3.912 7.376 -0.2 -0.1 0.0
C -4.180 4.677 6.680 -1.2 -0.6 0.0
H -2.717 -8.688 5.675 -0.5 -0.6 0.4
H 8.343 -1.519 4.131 0.0 0.0 -0.4
C -11.662 -5.802 3.050 0.0 -0.9 -0.7
O -5.353 -8.648 6.356 -0.9 0.9 0.4
C 7.095 -3.264 4.328 1.6 2.1 1.1
O -1.360 6.274 -9.436 1.5 -1.2 0.3
O 5.341 6.325 6.166 -0.8 0.1 5.5
C 3.132 -2.487 6.959 -0.3 0.3 0.6
O -4.368 -9.700 4.768 0.4 -0.4 -1.7
C -5.561 -9.444 5.280 -0.9 -1.1 2.0
S -6.655 3.690 5.803 3.8 0.7 2.8
O 3.716 10.505 -3.442 1.3 4.2 -0.3
O 5.355 -2.915 -6.200 1.9 0.7 0.9
H 6.840 -1.310 4.957 -0.3 0.6 -0.4
H -5.076 -3.798 -11.406 0.7 -1.4 0.2
H -12.210 -5.984 0.801 -0.8 0.4 0.8
C -10.173 -6.067 1.129 0.6 0.4 -1.5
H 5.178 7.505 7.851 0.2 -0.7 0.2
H 0.922 -1.543 -0.641 0.1 -0.4 0.4
H -0.727 10.225 -10.982 -0.4 -0.4 0.6
H -5.473 3.619 3.769 0.0 0.3 -0.1
H 7.481 -7.761 4.594 -0.5 0.5 -0.2
H -2.565 -8.963 3.984 -0.3 -1.3 -0.1
C 8.968 -2.206 -6.972 1.4 -0.5 0.3
H -3.535 5.549 6.790 -0.3 0.1 0.5
H -4.992 2.252 4.614 0.4 0.0 0.8
O -4.787 -1.969 -11.635 0.3 1.8 -1.7
O -9.286 -3.422 1.195 0.0 -2.1 1.2
H 5.554 -6.812 6.849 -0.1 0.5 -0.2
S -9.357 -4.640 2.027 -2.4 -0.2 -0.4
H -0.328 4.385 -9.783 -0.1 0.5 -0.3
H -11.741 -7.453 1.591 -0.1 0.0 0.3
O -0.846 1.397 -0.407 0.6 -0.5 -0.9
H 7.854 -3.761 3.724 -0.9 -1.0 -0.3
H 7.663 -3.714 -7.600 -0.8 0.1 0.2
H 6.928 -0.128 -5.120 -0.1 -0.3 -0.1
C 7.146 -7.543 5.608 1.3 -1.3 1.4
O -1.079 8.202 -10.312 1.4 1.7 -0.9
O 6.317 7.061 4.353 0.1 -0.4 -0.5
H -12.693 -5.814 3.402 0.1 0.8 0.2
H 0.418 -0.542 0.772 0.2 -0.3 0.1
C 4.582 5.243 3.024 1.6 1.0 -1.4
H -3.288 -3.515 -11.234 -0.2 0.5 0.1
H -5.728 -8.010 8.244 0.2 -0.7 0.0
S -0.415 0.297 -1.278 -1.4 -0.6 2.9
H -3.492 -7.748 4.495 -1.3 0.1 0.2
C 0.082 -1.122 -0.088 1.6 2.1 -0.4
```
Forces are in eV/Å.